12
Properties=species:S:1:pos:R:3:forces:R:3 method="wB97M-V/def2-TZVPD" smiles="CN=C=O.C=C=O" charge=0 molar_mass_da=99.09 homo_ev=-9.750 total_energy_ha=-360.5979 de_lowest_ev=1.945 max_force_ev_per_a=5.46
C -1.28945 1.11623 -0.54599 1.8 5.1 0.1
C 1.79869 1.03058 0.71563 -0.3 -1.3 0.3
C -2.17241 0.20581 -0.51710 -0.9 -1.9 0.5
C 0.98379 -1.28721 0.13668 0.7 0.1 -0.7
N 1.78110 -0.12526 0.48644 -0.4 -1.9 -0.7
O -0.67852 2.12509 -0.52512 -0.3 -2.1 -0.2
O 1.93689 2.10574 1.08424 0.4 2.9 0.5
H -2.36972 -0.28806 -1.43320 -0.5 -0.6 -0.4
H -2.41548 -0.13350 0.47644 -0.4 -0.3 -0.1
H 0.03348 -0.99542 -0.35347 0.7 -0.3 0.3
H 1.62413 -1.87929 -0.56551 -0.8 0.2 0.6
H 0.76750 -1.87470 1.04096 0.1 0.2 -0.3